[1]
C19H22N5O2RhS | the ωB97M-V functional and the def2-TZVPD basis

Properties
Largest force on an atom (eV/A): 1.42
Multiplicity: 1
Orbital gap (eV): 6.6
Relative energy (zero: lowest compared OMol25 entry of this formula, charge and spin) (kJ/mol): 140.2
Electronic energy (a.u.): -1669.71650
Total charge: +2
E_LUMO (Eh): -0.2474

Last column: Löwdin charge in e.
Element x y z (Å)
Rh -0.22779 0.34388 -0.31249  1.01
C 2.33282 3.16989 -2.39630  0.02
C 1.72229 2.15197 -1.49688  -0.20
N 0.46185 1.99552 -1.28891  -0.05
N -0.46798 2.80167 -1.89308  0.05
C -1.78344 2.57645 -1.66941  -0.72
N -2.65068 3.42470 -2.19986  0.15
S -2.31358 1.24689 -0.76269  0.88
C 2.56164 1.21847 -0.70256  -0.20
C 3.94242 1.22422 -0.70720  0.03
C 4.61654 0.34263 0.13211  0.00
C 3.89031 -0.49745 0.95473  0.00
C 2.50334 -0.44701 0.90486  -0.07
N 1.86348 0.38751 0.09419  -0.01
H 1.66735 3.48602 -3.19783  0.09
H 3.21791 2.75790 -2.87676  0.10
H 2.64150 4.04818 -1.82425  0.12
H -0.14293 3.57596 -2.45420  0.16
H -2.37316 4.23776 -2.72684  0.14
H -3.63885 3.26571 -2.07757  0.13
H 4.49104 1.90925 -1.33673  0.12
H 5.69772 0.32552 0.14383  0.13
H 4.37752 -1.18546 1.63068  0.13
H 1.88655 -1.07394 1.53488  0.13
C -1.09410 1.45137 3.68706  0.02
C -1.20038 0.62695 2.44418  -0.33
O -0.26919 0.83168 1.60314  -0.13
C -2.21454 -0.35430 2.27960  -0.12
C -3.20332 -0.50899 3.29124  -0.01
C -4.16323 -1.47139 3.20781  -0.05
C -4.18075 -2.32193 2.08776  -0.03
C -3.24474 -2.21761 1.09207  0.01
C -2.22267 -1.24739 1.16829  -0.35
O -1.35454 -1.26481 0.18940  -0.24
H -0.26893 2.15043 3.59252  0.10
H -0.94376 0.81944 4.56248  0.11
H -2.02283 2.00304 3.83786  0.11
H -3.18837 0.15052 4.14658  0.12
H -4.90268 -1.57989 3.98749  0.12
H -4.95562 -3.07286 2.00029  0.12
H -3.26771 -2.87278 0.23337  0.12
C 1.13001 -4.44863 -1.54776  -0.07
C 0.88335 -3.48163 -2.70883  -0.18
C 0.63928 -2.12068 -2.24782  -0.11
N 0.44680 -1.05087 -1.88819  0.14
H 1.36168 -5.43245 -1.94880  0.09
H 0.24783 -4.53231 -0.91624  0.08
H 1.97141 -4.12497 -0.93730  0.08
H 0.00873 -3.77332 -3.29380  0.13
H 1.73238 -3.44284 -3.39408  0.13

***

[2]
C3H4N2 | the ωB97M-V functional and the def2-TZVPD basis

Properties
Largest force on an atom (eV/A): 2.54
Multiplicity: 1
Orbital gap (eV): 10.2
SMILES string: c1cn[nH]c1
Relative energy (zero: lowest compared OMol25 entry of this formula, charge and spin) (kJ/mol): 127.6
Electronic energy (a.u.): -226.17659
Total charge: 0
E_LUMO (Eh): 0.0362

Last column: Löwdin charge in e.
Element x y z (Å)
N -1.07164 -0.65821 -0.02934  -0.02
C -0.70701 0.62930 0.03032  -0.17
C 0.64724 0.70593 0.10884  -0.12
C 1.10790 -0.61292 0.04408  -0.20
N 0.12272 -1.51642 0.06440  0.05
H -2.09860 -0.80435 -0.04242  0.16
H -1.38833 1.46380 -0.00500  0.11
H 1.24608 1.59282 0.10402  0.09
H 2.14451 -0.76962 -0.27611  0.11

***

[3]
H7O3S | the ωB97M-V functional and the def2-TZVPD basis

Properties
Largest force on an atom (eV/A): 1.25
Multiplicity: 1
Orbital gap (eV): 7.5
Relative energy (zero: lowest compared OMol25 entry of this formula, charge and spin) (kJ/mol): 65.3
Electronic energy (a.u.): -628.15437
Total charge: -1
E_LUMO (Eh): 0.1475

Last column: Löwdin charge in e.
Element x y z (Å)
S -0.67253 -0.00528 -0.57137  -0.08
H 0.57866 0.19001 -0.19102  -0.42
H 0.23523 -1.09572 2.92964  0.01
H 0.21441 -0.74557 1.47983  -0.10
O 0.79711 -0.67481 2.27586  -0.15
H 1.85059 -1.95559 -1.49530  0.01
H 0.71207 -1.98122 -2.36502  -0.02
O 1.36735 -2.60925 -2.01701  -0.12
H -0.52412 2.94670 0.00334  -0.02
H -1.12499 2.61458 1.39540  0.00
O -1.08264 3.27857 0.71068  -0.11

***

[4]
C47H45GeN2O5ScSe | the ωB97M-V functional and the def2-TZVPD basis

Properties
Largest force on an atom (eV/A): 1.71
Multiplicity: 2
Orbital gap (spin up / spin down) (eV): 7.5 / 4.9
Relative energy (zero: lowest compared OMol25 entry of this formula, charge and spin) (kJ/mol): 20.9
Electronic energy (a.u.): -7542.73096
Total charge: +1
E_LUMO (spin up / spin down) (Eh): -0.1081 / -0.2008

Last column: Löwdin charge in e.
Element x y z (Å)
Sc -0.55491 0.61184 -0.26844  0.66
O -2.36749 0.86215 0.98804  -0.17
C -2.64143 2.24048 1.42749  -0.28
C -1.88192 3.11548 0.43055  -0.48
O -2.18210 4.24389 0.21311  0.18
O -0.82249 2.46991 -0.12867  -0.15
C -2.06329 2.42657 2.83145  -0.16
C -1.61253 3.67138 3.26747  -0.01
C -1.12590 3.82466 4.56082  -0.05
C -1.08288 2.73957 5.42818  -0.08
C -1.52745 1.49690 4.99578  -0.07
C -2.01406 1.34257 3.70423  -0.03
C -4.13790 2.47905 1.33718  -0.14
C -4.82786 3.12728 2.35251  0.00
C -6.18940 3.37444 2.21987  -0.05
C -6.86545 2.96810 1.07934  -0.07
C -6.18227 2.30335 0.06831  -0.05
C -4.82264 2.06202 0.19223  -0.01
H -3.13729 0.32116 1.19818  0.12
H -1.65325 4.52745 2.60258  0.13
H -0.78331 4.79869 4.89016  0.11
H -0.70703 2.86275 6.43598  0.11
H -1.49668 0.64089 5.66139  0.11
H -2.36246 0.36523 3.39494  0.11
H -4.31067 3.44351 3.24952  0.12
H -6.72044 3.88459 3.01391  0.11
H -7.92437 3.17141 0.97556  0.11
H -6.70584 1.97911 -0.82219  0.11
H -4.29660 1.55836 -0.61151  0.10
C 1.60559 1.16375 3.12184  -0.19
Ge 1.13150 -0.11808 1.75302  0.98
C 0.19213 -1.58628 2.63892  -0.32
C 0.84755 -2.11677 3.75210  -0.09
C 0.22831 -3.09297 4.52630  -0.06
C -1.04575 -3.54153 4.20183  -0.07
C -1.69843 -3.03101 3.08764  -0.07
C -1.08247 -2.05441 2.31115  -0.14
C 2.71924 -0.75798 0.89798  -0.27
C 3.88577 -0.06077 1.12931  -0.09
C 5.12444 -0.54193 0.65305  -0.05
C 5.16551 -1.68844 -0.08650  -0.01
C 3.98012 -2.40418 -0.40821  -0.16
C 4.02841 -3.55513 -1.23602  -0.02
C 2.88678 -4.21683 -1.57775  -0.05
C 1.63820 -3.77075 -1.08445  -0.04
C 1.57033 -2.67162 -0.27639  -0.05
C 2.73390 -1.94161 0.07949  -0.18
H 2.28591 0.63763 3.79633  0.04
H 0.71122 1.46748 3.66690  0.00
H 2.10069 2.05277 2.72761  0.04
H 1.84921 -1.79098 4.01594  0.11
H 0.74555 -3.50095 5.38673  0.11
H -1.52632 -4.29451 4.81547  0.11
H -2.68628 -3.38987 2.82255  0.11
H -1.60492 -1.69342 1.43706  0.06
H 3.86939 0.85855 1.70600  0.10
H 6.03475 0.00114 0.87826  0.11
H 6.11574 -2.06905 -0.44957  0.12
H 4.99320 -3.89916 -1.59467  0.12
H 2.93005 -5.08487 -2.22505  0.11
H 0.73546 -4.29980 -1.35281  0.10
H 0.59738 -2.35870 0.09177  0.08
C -0.65239 -5.41864 -5.38541  -0.04
C -0.93072 -4.26444 -4.44581  -0.26
C -1.52289 -4.46529 -3.20710  -0.02
C -1.84681 -3.40720 -2.35388  -0.31
C -2.46693 -3.72656 -1.01611  -0.07
C -1.56882 -2.10382 -2.77371  -0.51
Se -2.22261 -0.60609 -1.75011  0.78
C -0.95162 -1.86932 -4.00693  -0.31
C -0.66280 -0.48030 -4.52207  -0.08
C -0.63469 -2.96078 -4.81463  -0.01
H -0.76797 -6.37985 -4.88293  0.08
H 0.35863 -5.36434 -5.79613  0.08
H -1.34472 -5.40189 -6.23037  0.09
H -1.74764 -5.47970 -2.88638  0.12
H -2.68591 -4.79246 -0.94298  0.08
H -3.39242 -3.17083 -0.85640  0.07
H -1.79205 -3.46653 -0.19705  0.05
H -0.33011 0.19075 -3.73388  0.02
H -1.56415 -0.03018 -4.94842  0.09
H 0.09651 -0.51361 -5.30441  0.09
H -0.15819 -2.77674 -5.77455  0.12
O 3.43012 6.36478 -0.19893  -0.03
C 3.90059 5.89193 -1.45032  -0.22
N 3.22207 4.62826 -1.63203  0.10
C 3.82141 3.57058 -2.21883  -0.43
O 4.94349 3.61344 -2.68997  0.08
C 3.04064 2.27948 -2.28426  -0.08
C 3.60542 1.22541 -2.99030  0.05
C 2.92690 0.02398 -3.08417  0.01
C 1.71139 -0.10186 -2.44381  -0.13
N 1.17463 0.90019 -1.73753  -0.02
C 1.82232 2.07422 -1.67707  -0.05
H 3.85544 7.20487 0.00022  0.10
H 4.97017 5.70662 -1.46419  0.13
H 3.64578 6.58207 -2.25363  0.13
H 2.30093 4.56775 -1.23437  0.13
H 4.56940 1.38225 -3.45879  0.13
H 3.32662 -0.81242 -3.64237  0.13
H 1.14130 -1.01843 -2.49701  0.11
H 1.31745 2.84222 -1.10722  0.11

***

[5]
C42H42AsF6N3O7S2Ti | the ωB97M-V functional and the def2-TZVPD basis

Properties
Largest force on an atom (eV/A): 0.54
Multiplicity: 2
Orbital gap (spin up / spin down) (eV): 7.8 / 4.7
Relative energy (zero: lowest compared OMol25 entry of this formula, charge and spin) (kJ/mol): 37.9
Electronic energy (a.u.): -6797.47461
Total charge: +1
E_LUMO (spin up / spin down) (Eh): -0.1167 / -0.2300

Last column: Löwdin charge in e.
Element x y z (Å)
Ti -0.45424 0.10399 -0.20308  1.14
C -0.90768 -4.41716 4.35439  0.03
C 0.05203 -3.68214 3.43894  -0.55
C 1.47023 -4.19081 3.53636  0.03
O -0.42806 -3.80089 2.09044  0.00
C -0.61477 -2.50143 1.57304  -0.18
C -0.94445 -1.73350 2.85840  -0.15
O 0.05584 -2.28185 3.70597  -0.03
C -0.99560 -0.18090 2.83269  -0.25
O -0.56964 0.26586 1.53055  -0.20
C -2.45269 0.25921 3.06030  -0.14
C -3.06369 1.22696 2.27867  -0.03
C -4.36056 1.64060 2.55600  -0.06
C -5.05583 1.09567 3.62135  -0.07
C -4.44194 0.14017 4.42023  -0.06
C -3.14821 -0.26832 4.14706  -0.02
C -0.16113 0.59696 3.85923  -0.13
C -0.01380 1.96481 3.60629  -0.08
C 0.67301 2.78862 4.48535  -0.08
C 1.21626 2.25996 5.65190  -0.07
C 1.03018 0.91775 5.92856  -0.05
C 0.33954 0.08927 5.04824  0.00
C -1.63864 -2.54969 0.41208  -0.28
O -1.38749 -1.34593 -0.36387  -0.16
C -3.06613 -2.55464 0.92287  -0.16
C -3.48380 -3.62280 1.71951  -0.03
C -4.76919 -3.64760 2.23173  -0.06
C -5.65775 -2.61792 1.94321  -0.07
C -5.25256 -1.56960 1.13622  -0.06
C -3.95922 -1.53729 0.62675  -0.01
C -1.34770 -3.70860 -0.53694  -0.12
C -0.03347 -4.07785 -0.80894  -0.03
C 0.24244 -5.08124 -1.72130  -0.06
C -0.79447 -5.72804 -2.37859  -0.07
C -2.10498 -5.35652 -2.12510  -0.06
C -2.38058 -4.34982 -1.21088  0.00
H -0.98286 -5.45888 4.04283  0.10
H -1.90306 -3.97495 4.30849  0.08
H -0.54686 -4.38211 5.38204  0.10
H 1.49230 -5.26090 3.33380  0.10
H 1.86034 -4.01147 4.53848  0.10
H 2.09697 -3.66702 2.81778  0.07
H 0.33802 -2.11604 1.18169  0.14
H -1.92248 -2.08253 3.19253  0.13
H -2.54224 1.67244 1.44800  0.08
H -4.82268 2.39393 1.93098  0.11
H -6.06712 1.41527 3.83530  0.11
H -4.97178 -0.28709 5.26140  0.11
H -2.67653 -0.99495 4.79946  0.13
H -0.47282 2.39852 2.72838  0.10
H 0.75376 3.84762 4.27186  0.12
H 1.74890 2.89598 6.34610  0.11
H 1.42234 0.49613 6.84497  0.11
H 0.21286 -0.95005 5.29968  0.11
H -2.79949 -4.43628 1.92245  0.12
H -5.08338 -4.47989 2.84835  0.11
H -6.66408 -2.64143 2.34018  0.11
H -5.94090 -0.76977 0.89772  0.11
H -3.65627 -0.71618 -0.00775  0.12
H 0.78915 -3.58169 -0.31102  0.11
H 1.26925 -5.35696 -1.92320  0.11
H -0.58038 -6.51538 -3.08934  0.11
H -2.91898 -5.84958 -2.63972  0.11
H -3.40762 -4.06749 -1.02312  0.12
C 5.88020 -2.01634 -0.58860  -0.09
C 4.98529 -2.32449 0.60006  -0.21
C 4.16189 -1.19451 1.08209  -0.50
N 3.23018 -1.35682 2.03518  0.07
N 2.62726 -0.26995 2.37742  0.11
C 3.04891 0.81117 1.65231  -0.59
N 2.50662 1.97744 1.86062  0.26
S 4.30842 0.42583 0.52373  1.20
H 6.45777 -2.89866 -0.85542  0.09
H 6.59019 -1.21849 -0.36084  0.08
H 5.29356 -1.72068 -1.45677  0.06
H 5.57938 -2.65090 1.46321  0.14
H 4.30014 -3.15276 0.39573  0.14
H 1.73680 2.03980 2.54252  0.10
H 2.72585 2.78105 1.28886  0.15
F 0.56966 2.12575 -0.26683  -0.31
As -0.74236 3.28346 -0.77498  0.81
F 0.35957 4.57671 -0.68342  -0.19
F -1.12874 3.41598 0.89024  -0.20
F -2.12496 4.13958 -1.22540  -0.16
F -1.69403 1.67884 -0.75525  -0.28
F -0.32749 2.93735 -2.38966  -0.18
C 6.09782 2.59034 -4.01322  -0.03
C 4.90945 1.80083 -3.54619  -0.25
C 4.88130 0.41359 -3.66481  -0.02
C 3.78857 -0.31867 -3.22888  -0.06
C 2.71234 0.34621 -2.65608  -0.29
C 2.70036 1.73241 -2.55402  -0.05
C 3.80005 2.44537 -2.99624  -0.02
S 1.37896 -0.62309 -2.06950  0.60
O 1.42377 -0.57473 -0.52401  -0.41
O 1.53712 -1.94284 -2.57318  -0.22
O 0.10270 0.08113 -2.31422  -0.33
H 6.67704 2.03538 -4.74889  0.08
H 6.75731 2.82061 -3.17390  0.09
H 5.78968 3.53632 -4.45660  0.09
H 5.71474 -0.09860 -4.12946  0.12
H 3.74732 -1.39146 -3.35546  0.12
H 1.82993 2.24788 -2.17929  0.08
H 3.78384 3.52744 -2.94450  0.13

***

[6]
C4H8NO3 | the ωB97M-V functional and the def2-TZVPD basis

Properties
Largest force on an atom (eV/A): 0.86
Multiplicity: 1
Orbital gap (eV): 8.5
Relative energy (zero: lowest compared OMol25 entry of this formula, charge and spin) (kJ/mol): 22.9
Electronic energy (a.u.): -437.79674
Total charge: -1
E_LUMO (Eh): 0.1435

Last column: Löwdin charge in e.
Element x y z (Å)
C 1.00022 -1.00941 -1.40242  0.00
C 2.12895 -1.03556 -0.39528  -0.60
O 3.14465 -1.70444 -0.52814  -0.02
N 1.87300 -0.30880 0.71710  0.15
H 2.46869 -0.31011 1.53091  0.10
H 1.19643 0.45267 0.74678  0.05
H 0.20281 -0.35165 -1.05298  0.06
H 0.52701 -1.98672 -1.53362  0.08
H 1.37022 -0.64488 -2.35694  0.08
C -2.38712 0.64786 1.04204  -0.05
C -1.44171 1.43216 0.08902  -0.79
O -1.94578 1.77060 -0.99970  -0.09
O -0.26648 1.64136 0.49521  -0.13
H -3.30524 1.22307 1.08262  0.05
H -1.94425 0.47538 2.02229  0.05
H -2.62139 -0.29154 0.54312  0.05